{"formula": "C42H49ClCrN5O5SSi", "method": "the ωB97M-V functional and the def2-TZVPD basis", "symbols": ["Cr", "Cl", "C", "C", "C", "C", "O", "C", "C", "N", "C", "C", "C", "C", "C", "C", "C", "C", "N", "C", "C", "H", "H", "H", "H", "H", "H", "H", "H", "H", "H", "C", "C", "N", "N", "C", "O", "C", "C", "C", "C", "C", "C", "C", "C", "C", "C", "C", "N", "H", "H", "H", "H", "H", "H", "H", "H", "H", "H", "H", "H", "C", "C", "C", "C", "O", "Si", "S", "O", "C", "C", "C", "C", "O", "C", "C", "C", "C", "H", "H", "H", "H", "H", "H", "H", "H", "H", "H", "H", "H", "H", "H", "H", "H", "H", "H", "H", "H", "H", "H", "H", "H", "H", "H", "H"], "positions_angstrom": [[1.4253, 2.0679, 1.7598], [-4.1914, 6.5105, 2.4798], [-2.7738, 5.5120, 2.6675], [-2.5484, 4.8397, 3.8800], [-1.4406, 4.0486, 4.0412], [-0.5063, 3.8636, 2.9991], [0.5116, 3.0675, 3.1833], [-0.7419, 4.5639, 1.7871], [0.1120, 4.4458, 0.6514], [1.1954, 3.7514, 0.5804], [1.8876, 3.6478, -0.6723], [1.9076, 4.5837, -1.6682], [2.5993, 4.3273, -2.8700], [3.2927, 3.1619, -3.0437], [3.3267, 2.1981, -2.0141], [4.0894, 0.9994, -2.0769], [4.0671, 0.1321, -1.0407], [3.2525, 0.4044, 0.0803], [2.5737, 1.5352, 0.2008], [2.6004, 2.4369, -0.8420], [-1.8860, 5.3781, 1.6455], [-3.2665, 4.9439, 4.6845], [-1.2670, 3.5122, 4.9661], [-0.2230, 4.9630, -0.2438], [1.4077, 5.5365, -1.5370], [2.5859, 5.0704, -3.6558], [3.8331, 2.9687, -3.9661], [4.6896, 0.7978, -2.9578], [4.6342, -0.7896, -1.0589], [3.2579, -0.2648, 0.9295], [-2.0602, 5.8997, 0.7079], [1.4292, -1.1223, 4.5868], [1.7513, -0.0014, 3.6700], [0.9529, 0.4334, 2.7600], [-0.3101, -0.0357, 2.6340], [-0.9240, 0.6901, 1.6948], [-0.3417, 1.6032, 0.9988], [-2.3779, 0.4886, 1.5076], [-3.0967, 1.4524, 0.8079], [-4.4794, 1.3637, 0.7189], [-5.1452, 0.3069, 1.3288], [-4.4253, -0.6705, 2.0104], [-3.0441, -0.5817, 2.1020], [3.0110, 0.7714, 3.7495], [4.0467, 0.4539, 4.6097], [5.1842, 1.2447, 4.6272], [5.2753, 2.3278, 3.7683], [4.2115, 2.5798, 2.9309], [3.1057, 1.8363, 2.9303], [0.3911, -1.3985, 4.4462], [1.5944, -0.8351, 5.6302], [2.0559, -1.9929, 4.3640], [-2.5600, 2.2754, 0.3506], [-5.0363, 2.1184, 0.1720], [-6.2281, 0.2437, 1.2743], [-4.9450, -1.5018, 2.4750], [-2.4663, -1.3332, 2.6275], [3.9480, -0.4125, 5.2523], [6.0001, 1.0141, 5.3027], [6.1439, 2.9712, 3.7533], [4.2317, 3.4078, 2.2326], [-1.0017, -4.2608, 0.7401], [-0.4799, -4.7635, -0.6061], [0.8711, -5.4374, -0.4290], [-1.4923, -5.7302, -1.2089], [-0.2993, -3.7197, -1.5666], [-0.2925, -2.0641, -1.4861], [1.1142, -1.3208, -0.1552], [-1.7818, -1.5158, -1.0287], [-3.0261, -1.3361, -1.7138], [-3.0414, 0.0724, -2.2976], [-3.2463, -2.3740, -2.8189], [-4.1042, -1.4932, -0.6535], [-0.1230, -1.5994, -3.0643], [0.7480, -2.0113, -4.1223], [0.1980, -3.2870, -4.7560], [2.1611, -2.2515, -3.6011], [0.7436, -0.8724, -5.1271], [-1.2034, -5.1176, 1.3937], [-1.9282, -3.6913, 0.6022], [-0.2729, -3.6031, 1.2171], [0.8030, -6.2574, 0.2962], [1.5947, -4.6986, -0.0706], [1.2191, -5.8403, -1.3857], [-1.6013, -6.6204, -0.5798], [-1.1652, -6.0378, -2.2069], [-2.4681, -5.2414, -1.2987], [-2.1980, 0.1886, -2.9863], [-2.9405, 0.8100, -1.4929], [-3.9774, 0.2592, -2.8393], [-2.5300, -2.2365, -3.6307], [-4.2619, -2.2804, -3.2202], [-3.1197, -3.3859, -2.4161], [-3.9101, -0.8149, 0.1841], [-4.1099, -2.5216, -0.2756], [-5.0918, -1.2675, -1.0729], [0.1020, -4.0610, -3.9904], [0.8675, -3.6417, -5.5476], [-0.7922, -3.1035, -5.1875], [2.1906, -3.1373, -2.9564], [2.4727, -1.3961, -2.9976], [2.8576, -2.3903, -4.4383], [-0.2752, -0.6858, -5.4775], [1.3755, -1.1139, -5.9892], [1.1183, 0.0404, -4.6518]], "mulliken_spin": [3.094, 0.000, 0.002, 0.005, -0.004, 0.001, -0.015, 0.040, -0.010, -0.022, -0.018, -0.010, 0.000, -0.002, 0.002, 0.007, 0.003, 0.025, -0.074, 0.035, 0.004, 0.000, 0.001, -0.009, 0.001, 0.000, 0.000, -0.001, 0.001, -0.007, 0.000, -0.010, 0.005, -0.132, 0.000, 0.003, -0.009, -0.004, -0.006, 0.003, -0.002, 0.002, -0.008, 0.080, 0.006, 0.006, 0.012, 0.035, -0.044, 0.000, 0.002, 0.004, 0.001, 0.000, 0.000, 0.000, -0.002, 0.001, 0.000, 0.000, -0.006, 0.000, 0.000, 0.000, 0.000, 0.000, -0.004, 0.020, -0.003, 0.000, 0.000, 0.000, 0.000, 0.001, -0.001, 0.000, 0.002, 0.000, 0.000, 0.000, 0.000, 0.000, 0.000, 0.000, 0.000, 0.000, 0.000, 0.000, 0.000, 0.000, 0.000, 0.000, 0.000, 0.000, 0.000, 0.000, 0.000, 0.000, 0.000, 0.000, -0.001, 0.000, 0.000, 0.000, 0.000], "spin_multiplicity": 4, "e_above_lowest_kcal_mol": 39.24, "total_charge": 0}

***

{"formula": "C42H51AlBF36O11", "method": "the ωB97M-V functional and the def2-TZVPD basis", "symbols": ["C", "C", "C", "C", "C", "C", "C", "C", "C", "C", "C", "C", "O", "C", "C", "O", "C", "C", "Al", "O", "B", "O", "O", "O", "C", "C", "C", "F", "F", "C", "F", "F", "O", "C", "C", "H", "H", "H", "H", "H", "H", "H", "H", "H", "H", "H", "H", "H", "H", "H", "H", "H", "H", "H", "H", "H", "H", "H", "H", "H", "H", "H", "H", "H", "H", "H", "H", "H", "H", "H", "C", "C", "C", "F", "F", "F", "F", "O", "C", "C", "F", "F", "F", "F", "H", "H", "H", "H", "C", "C", "C", "F", "F", "F", "F", "O", "C", "C", "F", "F", "F", "F", "H", "H", "H", "H", "C", "C", "C", "F", "F", "F", "F", "O", "C", "C", "F", "F", "F", "F", "H", "H", "H", "H", "C", "C", "C", "F", "F", "F", "F", "O", "C", "C", "F", "F", "F", "F", "H", "H", "H", "H"], "positions_angstrom": [[5.0631, -3.6059, 3.7316], [4.5193, -2.0352, 3.9247], [4.2840, -1.4633, 2.4070], [5.7900, -1.2579, 4.6860], [3.1733, -2.1449, 4.8498], [2.1986, -0.8323, 4.8447], [2.9615, 0.6164, 4.8182], [1.3636, -0.8795, 6.2936], [1.0518, -0.8105, 3.6741], [-0.0751, 0.4215, 3.7668], [-1.2464, 0.5705, 2.6130], [-1.3839, -0.4605, 1.3038], [-2.4300, -0.2754, 0.2490], [-1.9069, 0.8083, -0.6363], [-0.6791, 0.2588, -1.6296], [0.6438, 0.6262, -1.0974], [1.6622, 0.7084, -2.1621], [2.9056, -0.3907, -1.9569], [4.7738, 0.4536, -2.0581], [5.9937, -0.1031, -3.3874], [5.8705, -1.5553, -3.6707], [5.2081, -1.9829, -4.9320], [6.4071, -2.6152, -2.7888], [5.7215, -0.0241, -0.4631], [5.4365, 1.1875, 0.3696], [5.7454, 2.5414, -0.5399], [5.4777, 4.0218, 0.1573], [6.6194, 4.9587, 0.0135], [4.3317, 4.6252, -0.6104], [5.1266, 3.9353, 1.7622], [6.2851, 3.3737, 2.5380], [4.8837, 5.3165, 2.2786], [4.9821, 2.3136, -1.8095], [-0.2849, -1.6929, 1.2600], [0.9074, -1.8562, 2.4203], [5.3487, -3.9523, 4.8379], [4.2288, -4.3297, 3.3455], [6.0620, -3.6597, 3.1044], [3.8840, -2.3843, 1.7633], [5.3103, -1.1488, 1.8880], [3.4739, -0.6260, 2.3057], [6.8067, -1.8341, 4.5613], [5.9229, -0.2390, 4.0781], [5.5365, -0.9462, 5.7860], [3.5407, -2.3817, 5.9588], [2.5582, -3.1005, 4.5158], [2.1781, 1.4290, 5.2071], [3.3020, 0.9866, 3.7612], [3.8468, 0.6476, 5.6184], [0.7103, 0.0829, 6.4237], [0.6994, -1.8698, 6.2828], [2.1553, -1.0490, 7.1536], [-0.0231, 1.1949, 4.6744], [-2.0279, 1.4381, 2.6973], [-1.4052, 1.6939, -0.0126], [-2.8114, 1.2107, -1.3020], [-0.9062, 0.7226, -2.6975], [-0.7114, -0.9065, -1.7366], [1.2280, 0.4936, -3.2473], [2.1483, 1.7818, -2.1819], [2.8207, -1.1878, -2.8231], [2.8376, -0.9515, -0.9212], [4.2402, -2.1285, -4.6831], [5.7628, -2.8151, -2.0340], [4.2816, 1.1650, 0.5727], [6.0858, 1.1161, 1.3427], [6.9258, 2.5191, -0.6043], [4.1557, 3.2985, 1.9405], [-0.3247, -2.4592, 0.3532], [1.6563, -2.7468, 2.2976], [-3.1901, -5.1032, 1.3970], [-1.7140, -5.4985, 1.2404], [-1.4735, -6.9511, 0.8450], [-1.9604, -7.8249, 1.7529], [-0.1398, -7.2074, 0.7528], [-1.0429, -5.1716, 2.3772], [-1.1848, -4.7001, 0.2586], [-3.7168, -5.1240, 2.7288], [-4.1393, -6.4042, 3.1971], [-3.2821, -6.9305, 4.3555], [-1.9695, -6.9994, 4.0228], [-3.6573, -8.1887, 4.7092], [-4.1985, -7.2605, 2.1490], [-5.4236, -6.2401, 3.6154], [-3.2622, -4.0504, 1.0970], [-3.8430, -5.6311, 0.6909], [-1.9198, -7.1751, -0.1284], [-3.3721, -6.2860, 5.2341], [-3.4017, 6.1542, 3.6807], [-2.5391, 4.9012, 3.4672], [-1.6038, 4.9590, 2.2646], [-2.2662, 5.1133, 1.0974], [-0.9011, 3.7990, 2.1487], [-3.3464, 3.8078, 3.4212], [-1.7709, 4.7440, 4.5927], [-4.7350, 6.1054, 3.1597], [-4.8580, 6.4098, 1.7708], [-5.3132, 5.2081, 0.9328], [-4.4800, 4.1478, 1.0746], [-5.3277, 5.5131, -0.3923], [-3.6965, 6.9526, 1.3330], [-5.7853, 7.4021, 1.6900], [-3.5412, 6.2530, 4.7644], [-2.8825, 7.0757, 3.3896], [-0.8804, 5.7735, 2.3650], [-6.3175, 4.8865, 1.2217], [-11.3396, 3.1940, 0.2307], [-10.0597, 3.4266, 1.0476], [-9.7115, 4.8895, 1.2987], [-9.5099, 5.5800, 0.1552], [-8.5548, 4.9910, 2.0091], [-9.0297, 2.7608, 0.4601], [-10.2425, 2.8209, 2.2646], [-11.1664, 2.9677, -1.1730], [-11.0229, 4.1449, -1.9669], [-9.6319, 4.2731, -2.6012], [-8.6472, 4.2530, -1.6693], [-9.5061, 5.4501, -3.2704], [-11.3688, 5.2237, -1.2239], [-11.9649, 4.0497, -2.9441], [-11.7772, 2.2585, 0.6006], [-12.1085, 3.9503, 0.4310], [-10.4962, 5.3897, 1.8740], [-9.4450, 3.4571, -3.3044], [5.6436, -2.5445, -8.3544], [4.6305, -3.6930, -8.2344], [4.8202, -4.8279, -9.2345], [4.7099, -4.4157, -10.5162], [3.8652, -5.7823, -9.0620], [3.3711, -3.1828, -8.2893], [4.7608, -4.2153, -6.9727], [5.2235, -1.4014, -9.1082], [5.3738, -1.5154, -10.5229], [4.0326, -1.5352, -11.2675], [3.2271, -2.5354, -10.8325], [4.2155, -1.7385, -12.5995], [6.1501, -2.5908, -10.7994], [6.0953, -0.4280, -10.9075], [5.7927, -2.1558, -7.3395], [6.6382, -2.8926, -8.6597], [5.7940, -5.3096, -9.1060], [3.4967, -0.5914, -11.1350]], "mulliken_charge": [-1.365, 1.687, -0.798, -1.021, -1.154, 1.580, -1.030, -1.338, 0.303, -0.406, -0.511, -0.231, -0.490, -0.136, -0.512, -0.036, -0.558, -0.186, 0.194, -0.510, 0.550, -0.312, -0.521, -0.532, 0.006, 0.192, 0.679, -0.317, -0.295, 0.393, -0.278, -0.322, -0.585, -0.058, -0.256, 0.379, 0.296, 0.325, -0.011, 0.341, -0.199, 0.308, 0.203, 0.220, 0.295, 0.180, 0.405, -0.005, 0.235, 0.279, 0.308, 0.385, 0.015, 0.386, 0.063, 0.297, 0.387, 0.196, 0.251, 0.163, 0.177, -0.088, 0.204, 0.285, -0.036, 0.302, 0.090, 0.078, 0.273, 0.225, -0.791, 0.993, 0.043, -0.225, -0.280, -0.289, -0.321, -0.397, 0.738, 0.215, -0.204, -0.265, -0.269, -0.300, 0.477, 0.330, 0.291, 0.243, -0.807, 1.004, 0.050, -0.208, -0.188, -0.245, -0.363, -0.377, 0.714, 0.549, -0.198, -0.275, -0.276, -0.288, 0.396, 0.329, 0.258, -0.071, -0.713, 0.881, 0.115, -0.214, -0.273, -0.260, -0.345, -0.404, 0.719, 0.214, -0.172, -0.256, -0.268, -0.298, 0.401, 0.344, 0.298, 0.228, -0.528, 0.960, 0.040, -0.221, -0.292, -0.304, -0.326, -0.431, 0.762, 0.213, -0.206, -0.262, -0.276, -0.297, 0.268, 0.344, 0.290, 0.233], "spin_multiplicity": 1, "total_charge": -1, "total_energy_ha": -6320.7769}